Density functional theory data (ωB97M-V/def2-TZVPD) for a molecular structure, C8H16AlBrFNO8P in a non-equilibrium geometry.

Element x y z (Å)
N1 -8.223081 -0.207670 -1.810694
P1 -7.024798 -1.254348 -1.936331
O1 -6.377137 -1.098441 -3.496009
O2 -7.596501 -2.847113 -1.741072
Al1 -5.386374 -0.674346 -0.374247
F1 -4.461159 -2.199763 0.116209
Br1 -3.808980 0.878901 -1.295551
H1 -7.977740 0.435088 -1.033600
H2 -6.523067 -0.185777 -3.837525
H3 -6.805995 -3.442157 -1.738606
H4 -6.034352 -0.041816 0.924866
C1 1.651552 -0.537481 2.207137
C2 0.144966 -0.591426 2.074491
C3 -0.362906 -1.865737 1.465231
O3 -1.576699 -1.450061 0.849378
C4 -1.436260 -0.130372 0.554015
O4 -2.196406 0.496794 -0.144622
O5 -0.320216 0.389805 1.151953
H5 1.953233 0.389424 2.702515
H6 2.029547 -1.380378 2.789530
H7 2.130826 -0.537761 1.231128
H8 -0.327001 -0.395797 3.043941
H9 -0.554875 -2.635493 2.214505
H10 0.297186 -2.274920 0.693852
C5 6.654695 2.462085 -0.858978
C6 5.480473 1.508619 -0.824840
C7 4.233722 2.106817 -0.240238
O6 3.567586 0.966755 0.291242
C8 4.531143 0.048775 0.584631
O7 4.347070 -0.947425 1.219796
O8 5.734886 0.417995 0.058339
H11 7.512855 1.986682 -1.340541
H12 6.409484 3.373064 -1.409066
H13 6.973464 2.730524 0.151598
H14 5.297453 1.099440 -1.824133
H15 3.616483 2.597661 -0.994065
H16 4.426922 2.809853 0.575762

Atoms 1-3, force components in eV/Å:
0.774 -0.394 0.295
-0.659 1.041 -0.339
-0.761 -0.541 0.551

Summary:
- charge = -1
- orbital gap (eV) = 5.3

Results of the natural (NBO) charge analysis, in e, for atoms 1 through 6:
1. N -1.367
2. P 1.563
3. O -1.024
4. O -0.983
5. Al 1.215
6. F -0.789

***

Density functional theory data (ωB97M-V/def2-TZVPD) for 2 unconnected molecules or ions with the total composition C5H8N4O3S in a non-equilibrium geometry.

Element x y z (Å)
C1 -1.100641 3.632471 0.948893
C2 -1.089214 0.344647 1.848806
C3 -1.591742 3.375483 -0.374467
C4 1.233548 -2.736911 0.459534
C5 -0.064829 -1.937972 0.488664
N1 1.974890 2.390697 1.196562
N2 2.314587 1.358011 1.399606
N3 -1.035921 -0.973843 2.365522
N4 -0.635542 -1.969643 1.808710
O1 -1.911947 0.650821 1.006937
O2 2.697622 0.291416 1.588395
O3 -0.274650 1.121504 2.468864
S1 -0.572455 3.088338 2.268716
H1 -2.363251 4.087320 -0.664397
H2 -1.978983 2.349206 -0.417228
H3 -0.760614 3.468194 -1.076647
H4 1.996645 -2.238410 1.052932
H5 1.065963 -3.729852 0.864947
H6 1.587687 -2.822880 -0.564970
H7 -0.811865 -2.436241 -0.139955
H8 0.084903 -0.915348 0.111859

Atoms 1-3, force components in eV/Å:
0.607 -0.711 1.996
0.061 0.021 -0.887
-0.365 -0.102 -0.534

Summary:
- charge = 0
- relative energy (zero: lowest compared OMol25 entry of this formula, charge and spin) (kcal per mole) = 73.2
- orbital gap (eV) = 8.0

Results of the natural (NBO) charge analysis, in e, for atoms 1 through 6:
1. C -0.157
2. C 0.821
3. C -0.753
4. C -0.608
5. C -0.293
6. N -0.127

***

Density functional theory data (ωB97M-V/def2-TZVPD) for a molecular structure, C19H36BrF7NNaO8PS3 in a non-equilibrium geometry.

Element x y z (Å)
C1 -1.298686 -4.605796 -2.017321
C2 -2.120750 -3.545009 -2.105342
N1 -1.705136 -2.303065 -2.775088
C3 -1.322854 -1.033794 -1.980467
Br1 0.479204 -1.389222 -1.364522
C4 -1.548995 0.056410 -3.053241
C5 -1.364094 1.564319 -2.725097
C6 -2.626256 2.412350 -2.542689
C7 -0.368311 1.821795 -1.586284
C8 1.103186 1.803005 -2.050835
C9 -2.923933 -0.439872 -3.599330
C10 -4.079192 -0.442756 -2.585745
F1 -4.314767 -1.720733 -2.169054
F2 -3.796113 0.253312 -1.465607
C11 -5.413443 0.108430 -3.223365
F3 -6.327684 -0.899128 -3.281857
F4 -5.902739 1.090497 -2.444647
C12 -2.493000 -1.838331 -4.034376
P1 -3.657808 -2.978862 -4.909869
O1 -4.928536 -3.372714 -4.075454
O2 -2.873051 -4.345316 -5.126247
S1 -4.059247 -2.076676 -6.558447
H1 -0.240809 -4.526411 -1.789280
H2 -1.741345 -5.587813 -2.131687
H3 -3.100430 -3.553865 -1.651153
H4 -0.798705 -2.574202 -3.158663
H5 -1.889494 -0.914253 -1.067115
H6 -0.724653 -0.160383 -3.736815
H7 -0.868420 1.976610 -3.605454
H8 -2.969026 2.345160 -1.512443
H9 -3.460801 2.124607 -3.177881
H10 -2.374508 3.458733 -2.693633
H11 -0.528860 2.836768 -1.224893
H12 -0.532604 1.137967 -0.755384
H13 1.170695 1.638927 -3.129950
H14 1.586676 2.758226 -1.866585
H15 1.684989 1.015701 -1.590560
H16 -3.093618 0.133722 -4.508186
H17 -5.262743 0.471028 -4.240026
H18 -1.713733 -1.726976 -4.784743
H19 -5.686339 -2.917632 -4.471417
H20 -1.922599 -4.203833 -5.176283
C13 0.746778 1.940845 5.119518
O3 1.126165 3.022438 4.316085
C14 1.958424 2.649558 3.213335
C15 1.226597 2.564635 1.901819
O4 0.298321 1.490898 1.861579
C16 -1.056072 1.835727 2.004533
H21 0.002902 2.341563 5.818804
H22 0.299153 1.120440 4.547784
H23 1.603817 1.559704 5.692465
H24 2.464931 1.703918 3.427594
H25 2.720991 3.427391 3.136327
H26 1.969239 2.360829 1.125094
H27 0.730621 3.512513 1.664530
H28 -1.416302 2.322662 1.089153
H29 -1.268754 2.497597 2.850879
H30 -1.609516 0.905905 2.144907
C17 4.880932 -0.396129 7.449952
F5 3.919123 -0.520559 8.377966
F6 5.929802 0.183837 8.023488
F7 5.239228 -1.621713 7.068469
S2 4.279849 0.588083 6.024725
O5 3.912970 1.869457 6.597180
O6 3.138652 -0.163070 5.520684
O7 5.395641 0.631758 5.112916
C18 4.928682 -2.087304 0.319271
S3 3.815290 -1.097846 1.322313
O8 2.946038 -0.332191 0.371259
C19 5.061993 0.025031 1.940305
H31 4.338348 -2.843921 -0.194251
H32 5.427174 -1.448800 -0.409890
H33 5.658256 -2.570285 0.967938
H34 5.561569 0.517613 1.105304
H35 5.775436 -0.531676 2.545190
H36 4.572791 0.761933 2.571906
Na1 -0.570534 1.928234 7.317907

Atoms 1-3, force components in eV/Å:
-0.487 0.752 -0.037
0.032 -0.753 0.206
1.139 -0.016 0.594

Summary:
- charge = +1
- orbital gap (eV) = 6.4

Results of the Löwdin charge analysis, in e, for atoms 1 through 6:
1. C 0.094
2. C -0.121
3. N -0.093
4. C -0.530
5. Br 0.956
6. C -0.200

***

Density functional theory data (ωB97M-V/def2-TZVPD) for 2 unconnected molecules or ions with the total composition C42H65F3N2O4PS in a non-equilibrium geometry.

Element x y z (Å)
C1 3.952582 6.046973 5.008299
C2 5.085028 5.814787 3.961210
S1 4.411854 5.950738 2.257006
C3 4.352963 4.219279 1.632129
C4 2.950991 3.801243 1.239046
C5 2.031363 3.239994 2.137405
C6 2.344570 2.991985 3.597258
C7 3.622480 2.151281 3.904560
C8 4.023439 1.183707 2.810719
F1 3.121265 0.574423 1.997332
C9 5.325854 0.884359 2.637394
F2 5.978961 0.950374 1.499644
F3 6.065220 0.557011 3.678645
C10 0.757053 2.933635 1.658601
C11 -0.357648 2.363726 2.546136
N1 -0.582025 0.922870 2.342474
C12 0.145120 0.092481 3.313357
C13 0.401016 3.151187 0.332809
C14 -0.996614 2.825728 -0.196103
O1 -1.938986 3.861095 0.125290
O2 -1.369863 5.123359 -0.149544
C15 1.301741 3.691062 -0.543624
C16 2.550832 4.010834 -0.041304
C17 3.287899 4.632919 -1.227380
O3 4.313769 5.279400 -1.163538
N2 2.516053 4.371979 -2.380600
C18 3.081392 3.537801 -3.451151
C19 4.473541 3.932383 -3.899312
C20 5.477139 3.011221 -3.982546
C21 6.742153 3.409580 -4.361909
C22 6.980387 4.723220 -4.633885
C23 8.378761 5.194056 -5.011917
C24 5.969382 5.665020 -4.574642
C25 4.724631 5.249491 -4.199344
C26 1.182349 4.050484 -2.012566
O4 0.205930 4.085138 -2.722240
H1 3.047301 6.440611 4.547943
H2 3.746834 5.085432 5.487934
H3 4.283338 6.748706 5.778796
H4 5.843682 6.591915 4.049819
H5 5.532851 4.834130 4.124769
H6 4.938477 4.244020 0.711758
H7 4.866181 3.532580 2.295117
H8 1.523036 2.540212 4.143405
H9 2.504785 3.976472 4.052620
H10 3.500905 1.675879 4.886798
H11 4.449312 2.849706 4.037633
H12 -1.281829 2.864257 2.237311
H13 -0.233274 2.610976 3.597268
H14 -0.320508 0.650998 1.404808
H15 -0.155371 -0.950582 3.165020
H16 -0.048385 0.396107 4.341956
H17 1.222172 0.133230 3.099774
H18 -1.388089 1.943341 0.313184
H19 -0.974970 2.656945 -1.274617
H20 -1.078468 5.450726 0.714771
H21 3.065035 2.462946 -3.217421
H22 2.423929 3.667366 -4.319320
H23 5.259916 1.974248 -3.741842
H24 7.528218 2.663201 -4.402726
H25 8.398564 6.285497 -4.965934
H26 9.061772 4.858146 -4.223959
H27 8.714904 4.844484 -5.988333
H28 6.175470 6.701676 -4.808147
H29 3.916418 5.971987 -4.127504
C27 -1.678803 -4.391860 -4.034183
C28 -2.629975 -3.348582 -3.454657
C29 -2.140563 -2.778186 -2.123328
C30 -2.316499 -3.691089 -0.900256
P1 -3.955332 -3.837292 -0.174545
C31 -4.559761 -2.144086 0.047762
C32 -3.709623 -1.102516 0.789782
C33 -3.579476 -1.219479 2.310947
C34 -4.894834 -1.398779 3.064046
C35 -3.814103 -4.525729 1.477222
C36 -3.338625 -5.960933 1.747501
C37 -4.272656 -7.095651 1.329518
C38 -5.730009 -6.923959 1.744379
C39 -5.262029 -4.534237 -1.197776
C40 -5.365871 -5.972339 -1.737617
C41 -4.094523 -6.642890 -2.282980
C42 -4.116159 -6.805990 -3.801905
H30 -1.504040 -5.218732 -3.342552
H31 -2.083099 -4.804224 -4.957665
H32 -0.713582 -3.939123 -4.267436
H33 -3.633715 -3.769285 -3.358418
H34 -2.712631 -2.528496 -4.170830
H35 -2.647986 -1.827824 -1.939284
H36 -1.080381 -2.534262 -2.217938
H37 -1.697838 -3.270735 -0.098199
H38 -1.883470 -4.676129 -1.087383
H39 -5.563528 -2.198629 0.477099
H40 -4.715857 -1.764069 -0.967444
H41 -4.149090 -0.125416 0.574753
H42 -2.703378 -1.080053 0.360966
H43 -3.094350 -0.310864 2.673411
H44 -2.888332 -2.023572 2.575580
H45 -5.491751 -0.486399 3.024364
H46 -4.698048 -1.623190 4.112408
H47 -5.502143 -2.217023 2.671583
H48 -4.744269 -4.331241 2.014960
H49 -3.060143 -3.901096 1.961334
H50 -3.172574 -6.043130 2.824433
H51 -2.363675 -6.113845 1.276248
H52 -3.893571 -8.031957 1.743204
H53 -4.203271 -7.218685 0.248303
H54 -5.840567 -7.012001 2.826175
H55 -6.344954 -7.695483 1.280427
H56 -6.144356 -5.960533 1.438481
H57 -5.370855 -3.853426 -2.047623
H58 -6.175412 -4.366088 -0.613812
H59 -6.133869 -5.969846 -2.513899
H60 -5.793188 -6.602682 -0.957672
H61 -4.007862 -7.645182 -1.858887
H62 -3.195845 -6.107525 -1.972841
H63 -4.877751 -7.528445 -4.097174
H64 -3.155302 -7.174836 -4.160934
H65 -4.333264 -5.862420 -4.306237

Atoms 1-3, force components in eV/Å:
0.804 -0.266 0.026
-1.173 0.350 0.086
0.314 -0.450 0.112

Summary:
- charge = +1
- orbital gap (eV) = 7.8

Results of the Löwdin charge analysis, in e, for atoms 1 through 6:
1. C -0.169
2. C -0.502
3. S 0.909
4. C -0.381
5. C -0.156
6. C -0.096

***

| no. | electronic energy (a.u.) |
| --- | --- |
| 1 | -4228.9462 |
| 2 | -1038.0711 |
| 3 | -6373.1944 |
| 4 | -3088.5907 |